The following is a DFT calculation (ωB97M-V/def2-TZVPD) of C23H23N6O6S4Sc as an isolated structure in a non-equilibrium geometry.

CARTESIAN COORDINATES (ANGSTROEM)
Sc (-0.216, -0.138, 1.124)
C (-0.958, 3.318, 6.190)
C (-1.933, 3.127, 5.037)
N (-1.333, 3.348, 3.736)
C (-0.595, 2.450, 3.044)
S (-0.511, 0.804, 3.583)
N (0.061, 2.948, 2.017)
N (0.735, 1.988, 1.307)
C (1.796, 2.389, 0.705)
C (2.306, 3.789, 0.816)
C (2.487, 1.391, -0.141)
C (3.726, 1.645, -0.713)
C (4.311, 0.682, -1.519)
C (3.632, -0.497, -1.748)
C (2.397, -0.676, -1.145)
N (1.835, 0.232, -0.347)
H (-1.459, 3.165, 7.148)
H (-0.537, 4.325, 6.184)
H (-0.140, 2.602, 6.115)
H (-2.777, 3.815, 5.125)
H (-2.341, 2.118, 5.050)
H (-1.216, 4.297, 3.417)
H (1.993, 4.218, 1.764)
H (1.873, 4.405, 0.022)
H (3.388, 3.840, 0.734)
H (4.232, 2.580, -0.533)
H (5.280, 0.862, -1.966)
H (4.035, -1.276, -2.380)
H (1.830, -1.576, -1.317)
O (-1.817, -1.223, 1.789)
S (-2.754, -2.169, 1.076)
O (-4.014, -2.231, 1.763)
O (-2.791, -1.926, -0.337)
C (-1.922, -3.721, 1.422)
C (-2.739, -4.779, 1.780)
C (-2.199, -6.005, 2.146)
C (-0.828, -6.176, 2.167)
C (0.003, -5.127, 1.799)
C (-0.531, -3.902, 1.426)
S (0.674, -2.700, 0.900)
O (1.826, -3.435, 0.484)
O (0.927, -1.716, 1.994)
O (0.013, -1.886, -0.152)
H (-3.809, -4.622, 1.793)
H (-2.855, -6.819, 2.423)
H (-0.397, -7.124, 2.459)
H (1.075, -5.260, 1.781)
N (-3.490, 1.074, 2.050)
C (-3.109, 1.451, 0.821)
N (-1.934, 1.215, 0.286)
C (-1.856, 1.801, -0.986)
C (-0.773, 1.728, -1.854)
C (-0.853, 2.350, -3.089)
C (-1.999, 3.040, -3.476)
C (-3.092, 3.107, -2.629)
C (-3.003, 2.485, -1.393)
S (-4.209, 2.399, -0.145)
H (-2.878, 0.436, 2.547)
H (-4.475, 0.979, 2.231)
H (0.118, 1.181, -1.586)
H (-0.010, 2.290, -3.765)
H (-2.043, 3.517, -4.446)
H (-3.992, 3.629, -2.924)

Kohn-Sham gap in Ha: 0.2732
2S+1: 1
HOMO in eV: -7.956
E_LUMO in eV: -0.522

Here are the Löwdin charges for atoms 1 to 8, given in e: atom 1 (Sc): 0.9108, atom 2 (C): -0.0917, atom 3 (C): -0.2874, atom 4 (N): -0.0170, atom 5 (C): -0.7873, atom 6 (S): 0.7172, atom 7 (N): -0.0110, atom 8 (N): -0.0698

=====

The following is a DFT calculation (ωB97M-V/def2-TZVPD) of C23H24BrCl2NO2Pt as an isolated structure in a non-equilibrium geometry.

CARTESIAN COORDINATES (ANGSTROEM)
Pt (-0.857, -2.256, -0.697)
Cl (-1.287, -7.234, -1.561)
C (-2.052, -5.950, -2.333)
C (-2.660, -6.189, -3.529)
C (-3.153, -5.200, -4.333)
Cl (-3.655, -5.608, -5.956)
C (-2.945, -3.754, -3.923)
C (-3.360, -2.629, -4.579)
C (-2.851, -1.398, -4.168)
C (-2.137, -1.192, -3.022)
N (-1.855, -2.369, -2.336)
C (-2.177, -3.599, -2.767)
C (-1.818, -4.638, -1.840)
O (-1.169, -4.333, -0.774)
H (-2.711, -7.212, -3.958)
H (-3.915, -2.696, -5.545)
H (-3.229, -0.481, -4.712)
H (-1.656, -0.213, -2.744)
C (4.110, 1.291, 3.583)
C (2.640, 1.673, 3.754)
C (2.591, 3.140, 3.881)
C (2.230, 1.020, 5.195)
C (1.719, 1.191, 2.581)
C (1.635, -0.220, 2.348)
C (0.713, -0.629, 1.389)
Br (0.228, -2.499, 1.509)
C (0.240, 0.238, 0.341)
O (-0.459, -0.264, -0.633)
C (0.560, 1.621, 0.488)
C (1.145, 2.054, 1.664)
C (-0.058, 2.662, -0.519)
C (-1.667, 2.744, -0.189)
C (-0.047, 2.201, -1.998)
C (0.569, 4.045, -0.326)
H (4.707, 2.236, 3.724)
H (4.457, 0.964, 2.565)
H (4.533, 0.518, 4.373)
H (3.175, 3.389, 4.816)
H (1.540, 3.521, 4.097)
H (3.014, 3.735, 3.059)
H (3.099, 0.724, 5.856)
H (1.590, 0.148, 5.025)
H (1.679, 1.802, 5.686)
H (2.210, -0.906, 3.080)
H (1.284, 3.146, 1.855)
H (-2.054, 1.744, -0.586)
H (-2.084, 3.624, -0.651)
H (-1.784, 2.603, 0.895)
H (0.051, 1.134, -2.234)
H (0.829, 2.686, -2.516)
H (-0.982, 2.376, -2.465)
H (0.115, 4.617, 0.527)
H (0.308, 4.654, -1.187)
H (1.652, 3.970, -0.210)

Kohn-Sham gap (alpha / beta) in Ha: 0.2339 / 0.2181
Charge: +2
2S+1: 5
HOMO (alpha / beta) in eV: -13.703 / -15.334
E_LUMO (alpha / beta) in eV: -7.338 / -9.400

Here are the Löwdin charges for atoms 1 to 8, given in e: atom 1 (Pt): 1.2020, atom 2 (Cl): 0.8924, atom 3 (C): -0.5614, atom 4 (C): -0.1219, atom 5 (C): -0.4801, atom 6 (Cl): 0.8028, atom 7 (C): -0.1150, atom 8 (C): 0.0414

=====

The following is a DFT calculation (ωB97M-V/def2-TZVPD) of C23H24ClN6PtS as an isolated structure in a non-equilibrium geometry.

CARTESIAN COORDINATES (ANGSTROEM)
Pt (-0.640, -0.962, -0.140)
C (-2.562, 4.866, -0.204)
C (-3.500, 3.690, 0.029)
N (-3.124, 2.495, -0.730)
C (-2.206, 1.626, -0.307)
S (-1.821, 0.340, -1.488)
N (-1.628, 1.803, 0.859)
N (-0.765, 0.779, 1.154)
C (-0.082, 0.821, 2.238)
C (-0.089, 1.966, 3.193)
C (0.762, -0.382, 2.472)
C (1.430, -0.598, 3.662)
C (2.210, -1.738, 3.805)
C (2.316, -2.623, 2.747)
C (1.603, -2.357, 1.592)
N (0.840, -1.270, 1.463)
H (-2.974, 5.768, 0.248)
H (-2.429, 5.053, -1.271)
H (-1.585, 4.674, 0.237)
H (-4.518, 3.939, -0.266)
H (-3.510, 3.407, 1.079)
H (-3.484, 2.382, -1.663)
H (-0.437, 2.861, 2.685)
H (0.912, 2.136, 3.589)
H (-0.760, 1.777, 4.034)
H (1.342, 0.117, 4.468)
H (2.727, -1.929, 4.735)
H (2.924, -3.513, 2.811)
H (1.629, -3.029, 0.745)
C (4.319, 1.899, -1.182)
C (3.178, 2.082, -0.417)
C (2.106, 1.211, -0.553)
C (2.187, 0.166, -1.455)
C (3.320, -0.024, -2.235)
C (4.386, 0.848, -2.091)
N (1.037, -0.710, -1.557)
N (1.049, -1.483, -2.528)
C (-0.055, -2.363, -2.571)
C (-0.151, -3.209, -3.670)
C (-1.244, -4.048, -3.767)
C (-2.222, -4.008, -2.777)
C (-2.116, -3.162, -1.678)
C (-1.008, -2.340, -1.551)
H (5.155, 2.577, -1.078)
H (3.118, 2.905, 0.284)
H (1.199, 1.362, 0.013)
H (3.360, -0.843, -2.937)
H (5.275, 0.708, -2.692)
H (0.625, -3.188, -4.424)
H (-1.343, -4.721, -4.607)
H (-3.091, -4.649, -2.860)
H (-2.904, -3.165, -0.938)
Cl (-1.607, -3.382, 1.577)
C (-2.048, -1.702, 1.140)
H (-2.059, -1.134, 2.065)
H (-3.045, -1.727, 0.712)

Kohn-Sham gap in Ha: 0.2801
Charge: +1
2S+1: 1
HOMO in eV: -11.390
E_LUMO in eV: -3.769

Here are the Löwdin charges for atoms 1 to 8, given in e: atom 1 (Pt): 1.1479, atom 2 (C): -0.0782, atom 3 (C): -0.2235, atom 4 (N): -0.0082, atom 5 (C): -0.6867, atom 6 (S): 0.7457, atom 7 (N): 0.0501, atom 8 (N): -0.1506

=====

The following is a DFT calculation (ωB97M-V/def2-TZVPD) of C23H24CuN8S as an isolated structure.

CARTESIAN COORDINATES (ANGSTROEM)
Cu (0.262, 0.196, -0.344)
N (-2.925, 3.406, -1.975)
C (-1.963, 3.091, -1.050)
S (-2.409, 2.946, 0.574)
N (-0.746, 2.997, -1.600)
N (0.192, 2.278, -0.963)
C (1.377, 2.784, -0.952)
C (2.488, 1.963, -0.496)
C (3.779, 2.463, -0.348)
C (4.783, 1.607, 0.060)
C (4.488, 0.271, 0.290)
C (3.185, -0.158, 0.116)
N (2.214, 0.675, -0.252)
H (-3.759, 3.828, -1.602)
H (-2.592, 3.737, -2.867)
H (1.545, 3.795, -1.309)
H (3.976, 3.505, -0.558)
H (5.792, 1.977, 0.184)
H (5.251, -0.433, 0.586)
H (2.886, -1.188, 0.246)
N (-2.153, -0.808, 1.473)
C (-1.334, -0.010, 2.265)
C (-1.580, -0.022, 3.645)
C (-0.803, 0.768, 4.457)
C (0.188, 1.566, 3.889)
C (0.358, 1.498, 2.526)
N (-0.365, 0.711, 1.727)
C (-2.456, -0.788, 0.123)
C (-3.596, -1.489, -0.289)
C (-3.969, -1.428, -1.608)
C (-3.222, -0.662, -2.499)
C (-2.099, -0.037, -2.017)
N (-1.704, -0.114, -0.737)
H (-2.807, -1.356, 2.012)
H (-2.374, -0.634, 4.050)
H (-0.974, 0.775, 5.526)
H (0.803, 2.221, 4.485)
H (1.105, 2.105, 2.027)
H (-4.171, -2.054, 0.431)
H (-4.847, -1.965, -1.943)
H (-3.495, -0.565, -3.537)
H (-1.471, 0.568, -2.654)
C (0.887, -2.404, 1.823)
C (0.885, -2.678, 0.354)
C (1.152, -3.872, -0.282)
C (1.077, -3.622, -1.671)
C (0.768, -2.288, -1.815)
C (0.620, -1.496, -3.074)
N (0.645, -1.704, -0.585)
H (1.658, -2.994, 2.322)
H (-0.064, -2.646, 2.305)
H (1.099, -1.356, 2.037)
H (1.392, -4.804, 0.201)
H (1.249, -4.322, -2.471)
H (1.373, -1.787, -3.807)
H (0.758, -0.427, -2.888)
H (-0.359, -1.621, -3.542)

Kohn-Sham gap (alpha / beta) in Ha: 0.2348 / 0.2361
2S+1: 2
HOMO (alpha / beta) in eV: -6.724 / -6.726
E_LUMO (alpha / beta) in eV: -0.336 / -0.300

Here are the Löwdin charges for atoms 1 to 8, given in e: atom 1 (Cu): 0.5488, atom 2 (N): 0.0398, atom 3 (C): -0.9896, atom 4 (S): 0.5131, atom 5 (N): -0.0373, atom 6 (N): -0.0565, atom 7 (C): -0.0820, atom 8 (C): -0.2538

=====

In the order shown, the computed E_tot values come out to -109498.08906; -128138.12058; -59779.50638; -91636.59235 eV.
In the order shown, the computed energy above the lowest of the compared OMol25 structures with the same formula, charge and spin values come out to 8.85; 57.81; 2.77; 0.00 kcal/mol.